110
Properties=species:S:1:pos:R:3:forces:R:3 method="wB97M-V/def2-TZVPD" homo_energy_ev=-5.10 total_charge=-1 e_lumo_ev=-0.665
C -1.523 1.925 -1.842 1.31 0.31 0.08
C 0.018 2.471 -1.505 -0.26 -1.12 -1.02
O 0.129 3.036 -0.128 1.05 1.23 -1.85
C 1.118 4.126 -0.145 1.05 0.90 0.60
C 2.168 4.084 1.156 -1.49 -1.20 -0.90
O 3.312 4.925 0.766 0.13 -1.93 0.65
C 4.567 4.161 0.684 0.52 0.04 -0.08
C 4.593 2.989 -0.461 1.19 -0.52 0.80
O 4.844 3.501 -1.841 -1.69 -1.80 0.52
C 4.247 2.518 -2.805 0.53 1.42 0.33
N 5.059 1.250 -2.655 -1.79 -0.42 -0.39
Br 6.660 1.434 -3.655 -0.19 0.06 0.25
C 4.319 0.015 -3.117 0.91 -1.36 -1.43
C 3.184 0.273 -4.271 -5.51 0.90 -4.90
O 3.499 0.077 -5.581 -0.39 0.76 7.11
O 1.785 0.715 -3.953 7.61 -2.28 -0.32
P 3.672 -0.938 -1.576 -3.88 1.11 2.07
O 2.634 -0.112 -0.716 3.89 -2.49 -2.34
O 5.078 -1.489 -0.706 -1.71 1.75 -0.39
O 2.803 -2.383 -2.131 1.19 2.99 1.02
H -1.604 1.609 -2.990 0.37 0.71 2.62
H -1.743 0.980 -1.187 0.18 2.08 -1.21
H -2.228 2.838 -1.648 1.05 -1.95 -0.21
H 0.241 3.281 -2.341 -0.22 -1.56 1.89
H 0.815 1.587 -1.543 -1.76 1.89 -0.37
H 1.830 4.115 -1.099 -1.61 -0.17 1.96
H 0.576 5.168 -0.091 0.97 -2.01 -0.29
H 1.616 4.446 2.134 1.55 -0.54 -2.10
H 2.422 2.947 1.306 -0.11 2.16 -0.30
H 4.768 3.693 1.748 -0.34 0.53 -2.11
H 5.437 4.944 0.503 -1.94 -1.59 0.15
H 3.651 2.291 -0.388 1.61 1.47 -0.34
H 5.527 2.293 -0.208 -1.91 1.40 -0.32
H 3.121 2.427 -2.498 2.13 -0.60 -0.95
H 4.418 2.910 -3.906 -0.68 -0.44 2.41
H 5.141 -0.698 -3.608 -2.00 1.44 1.01
H 5.369 -0.813 0.003 -1.11 -1.29 -1.76
H 1.840 -2.080 -2.136 1.79 -0.17 0.03
C -2.678 6.444 3.742 0.13 -0.17 -0.38
C -1.777 6.138 2.803 -0.47 -0.02 0.12
C -0.345 6.445 2.986 0.63 -0.17 -0.65
O 0.479 6.167 2.126 -0.83 0.63 0.77
C 0.054 7.099 4.248 -0.16 0.14 0.42
C -0.846 7.404 5.187 0.44 0.06 -0.11
C -2.279 7.098 5.004 -0.58 0.16 0.55
O -3.103 7.375 5.864 0.48 -0.15 -0.51
H -3.732 6.227 3.623 0.02 0.01 0.03
H -2.054 5.658 1.872 0.07 -0.02 0.00
H 1.109 7.316 4.367 0.00 -0.01 -0.04
H -0.569 7.885 6.118 -0.02 -0.07 -0.01
C 3.645 6.836 7.472 0.48 -0.01 -0.04
C 4.771 6.234 7.076 -0.24 0.40 0.22
C 4.743 4.915 6.414 0.84 -0.50 -0.35
O 5.773 4.363 6.053 -0.73 0.42 0.30
C 3.423 4.287 6.206 -0.48 -0.01 0.03
C 2.297 4.889 6.602 0.21 -0.33 -0.18
C 2.325 6.208 7.264 -0.68 0.30 0.21
O 1.295 6.760 7.625 0.60 -0.27 -0.21
H 3.648 7.803 7.960 -0.04 -0.02 -0.01
H 5.747 6.682 7.222 -0.02 -0.05 -0.03
H 3.420 3.320 5.718 0.03 0.03 -0.01
H 1.321 4.441 6.457 0.01 0.04 0.01
C 7.994 -3.972 -1.897 -0.21 0.19 0.28
C 7.625 -3.623 -0.661 -0.05 0.05 -0.35
C 8.319 -4.161 0.526 -0.33 0.29 0.68
O 7.981 -3.843 1.658 0.27 -0.23 -0.65
C 9.435 -5.099 0.294 0.32 -0.29 -0.29
C 9.803 -5.448 -0.943 0.07 -0.04 0.52
C 9.110 -4.910 -2.130 0.10 -0.11 -0.88
O 9.448 -5.228 -3.262 -0.13 0.13 0.73
H 7.495 -3.587 -2.779 0.02 -0.01 0.01
H 6.809 -2.935 -0.474 -0.01 -0.05 -0.05
H 9.934 -5.484 1.175 -0.03 0.02 0.00
H 10.620 -6.136 -1.130 -0.03 0.02 -0.03
C -5.890 -2.077 -0.227 0.34 0.56 0.04
C -5.294 -1.098 -0.915 -0.22 -0.17 0.53
C -3.967 -1.294 -1.532 0.30 0.87 -0.53
O -3.420 -0.398 -2.160 -0.56 -0.86 0.40
C -3.326 -2.612 -1.361 0.05 -0.52 0.16
C -3.922 -3.591 -0.673 0.28 0.20 -0.25
C -5.249 -3.396 -0.056 -0.29 -0.29 0.25
O -5.796 -4.292 0.572 0.18 0.25 -0.30
H -6.863 -1.950 0.232 0.05 -0.05 0.00
H -5.752 -0.126 -1.050 0.05 -0.04 -0.04
H -2.353 -2.739 -1.820 -0.01 0.06 -0.01
H -3.464 -4.564 -0.537 -0.02 0.02 0.02
C -9.781 -5.063 -1.823 0.38 0.00 0.10
C -8.586 -4.464 -1.808 -0.18 -0.28 0.06
C -8.397 -3.118 -2.384 0.55 0.21 0.00
O -7.304 -2.570 -2.372 -0.82 -0.48 -0.37
C -9.578 -2.460 -2.976 -0.47 0.05 -0.10
C -10.773 -3.059 -2.992 0.28 0.40 -0.12
C -10.962 -4.405 -2.415 -0.70 -0.45 0.06
O -12.056 -4.953 -2.427 0.65 0.37 -0.02
H -9.937 -6.050 -1.405 0.05 0.02 -0.02
H -7.710 -4.933 -1.376 -0.07 0.04 0.04
H -9.422 -1.473 -3.394 0.03 -0.02 0.01
H -11.649 -2.590 -3.423 0.01 -0.04 0.02
C -5.195 -7.626 -1.071 0.44 -0.05 0.07
C -4.052 -7.888 -1.712 -0.26 0.11 0.37
C -4.035 -8.183 -3.158 0.92 -0.17 -0.45
O -2.990 -8.425 -3.746 -0.78 0.15 0.41
C -5.330 -8.176 -3.868 -0.51 0.06 -0.01
C -6.473 -7.914 -3.227 0.23 -0.10 -0.39
C -6.490 -7.619 -1.781 -0.61 0.13 0.39
O -7.535 -7.377 -1.194 0.57 -0.18 -0.35
H -5.225 -7.408 -0.010 -0.05 0.05 -0.03
H -3.094 -7.896 -1.205 -0.01 -0.01 -0.05
H -5.300 -8.394 -4.929 0.04 0.01 0.03
H -7.430 -7.906 -3.734 0.01 0.01 0.04

13
Properties=species:S:1:pos:R:3:forces:R:3 method="wB97M-V/def2-TZVPD" homo_energy_ev=-14.59 total_charge=+1 e_lumo_ev=-6.723 relative_energy_ev=2.5920
C 2.381 -0.105 -0.009 -1.51 -1.35 0.37
C 0.040 0.519 -0.069 2.74 1.46 0.48
C 1.344 1.022 0.143 0.10 0.86 -0.06
C -1.175 0.258 -0.216 -3.22 -1.34 -0.15
N -1.982 -0.714 0.349 -1.12 1.78 -2.52
O 3.517 -0.097 0.222 2.14 0.90 0.54
O 1.699 -1.162 -0.439 -0.67 -0.75 -0.44
H 1.452 1.731 1.012 0.15 -0.72 -1.05
H 1.645 1.482 -0.836 -0.54 0.51 0.41
H -1.567 0.847 -1.076 0.04 -0.08 0.47
H -2.969 -0.499 0.427 0.13 0.14 -0.52
H -1.696 -1.127 1.159 1.38 -1.30 2.47
H 2.273 -1.922 -0.602 0.37 -0.10 0.00